DFT (ωB97M-V with the def2-TZVPD basis set) results for a structure of composition C37H44N5PdSe at a distorted geometry.

Positions of all 88 atoms, in Å:
Pd  -1.5984  0.6712  -1.5916
Se  -1.3989  0.6109  -6.1505
N  -0.2181  2.1695  -1.2878
N  -1.4178  0.7500  0.7175
N  0.2228  -0.3080  -1.4829
N  -2.3360  1.1169  -3.4584
N  -2.3880  -1.2208  -1.3740
C  0.6344  -0.9474  -0.3936
C  -0.3401  1.1037  1.3729
C  2.0558  -1.1378  -0.5098
C  1.0853  3.9501  -0.7091
C  0.2857  6.0308  0.3371
C  0.2042  2.8980  -0.2028
C  -1.7338  -0.6343  0.8975
C  -5.0715  -2.1417  2.3991
C  -1.9256  0.8910  -4.5419
C  0.4674  -2.4012  2.8446
C  -4.0566  -4.3496  -1.1742
C  3.7786  4.1557  -2.5699
C  -2.7727  -1.1949  -0.0220
C  3.5114  -0.2585  1.2437
C  -0.3836  -1.4307  0.6377
C  -3.4662  -3.1296  -0.5781
C  -0.8919  -2.7131  0.0330
C  0.2289  2.3809  1.0763
C  2.3031  4.3518  -2.9378
C  1.3107  1.3066  -2.9181
C  3.7998  -0.5620  -2.3419
C  0.7876  0.7934  3.6130
C  -0.8817  -2.9107  3.3706
C  -5.2805  -3.9969  -2.0240
C  1.3656  3.6512  -2.0155
C  -2.0788  -2.4731  -0.6964
C  1.2773  0.0545  -2.2678
C  -3.9678  -2.0993  0.1473
C  0.2272  -1.1783  2.0218
C  2.4440  -0.5860  -1.7240
C  0.7806  -0.0024  4.9171
C  0.6819  2.3907  -2.2851
C  0.2649  0.1358  2.3522
C  4.0492  -1.8614  -3.1156
C  1.5029  5.1339  0.0865
C  3.0260  -1.5415  0.5544
C  -5.2171  -1.8405  0.9040
H  4.4047  4.6628  -3.2988
H  2.5584  -2.1897  1.2909
H  -1.5084  -3.2451  2.5445
H  -2.0408  -0.8334  1.9368
H  2.1381  4.0025  -3.9569
H  1.8091  1.1466  3.4308
H  -6.0184  -2.4567  0.4975
H  2.1140  1.5263  -3.6037
H  2.2704  5.6940  -0.4469
H  -6.0378  -3.5018  -1.4251
H  4.0473  3.1020  -2.5575
H  -5.7182  -4.8998  -2.4363
H  0.8878  -3.1824  2.2107
H  0.8767  2.8599  1.7925
H  4.1299  0.3253  0.5675
H  0.5736  6.9023  0.9178
H  -0.1812  -0.4765  5.0878
H  4.0862  -2.7117  -2.4399
H  -0.1291  6.3749  -0.6074
H  2.6520  0.3491  1.5168
H  1.9207  4.8167  1.0446
H  4.9932  -1.8054  -3.6507
H  -5.4824  -0.7886  0.7800
H  4.0915  -0.4829  2.1349
H  3.9953  4.5770  -1.5924
H  3.8724  0.2783  -3.0340
H  -4.2921  -1.5321  2.8491
H  -6.0100  -1.9263  2.9027
H  0.1721  1.6830  3.7680
H  1.1513  -2.2189  3.6664
H  3.2518  -2.0363  -3.8337
H  -4.3656  -5.0311  -0.3765
H  -5.0014  -3.3341  -2.8375
H  -0.3855  -3.6575  0.0798
H  -3.3121  -4.8648  -1.7816
H  0.9679  0.6796  5.7432
H  -4.8259  -3.1881  2.5578
H  -0.7232  -3.7527  4.0379
H  -1.4066  -2.1298  3.9171
H  1.5624  -0.7547  4.9481
H  -0.4825  5.4812  0.8780
H  4.5713  -0.4412  -1.5795
H  3.8756  -2.0672  0.1164
H  2.0778  5.4202  -2.9127

Properties
**2S+1**: 5
**Molecular weight**: 744.2 g mol⁻¹
**Electronic energy**: -115343.17996 eV
**E_LUMO (alpha / beta)**: -4.17 / -5.31 eV
**Orbital gap (alpha / beta)**: 0.207 / 0.189 Eh
**Total charge**: +1